The following is a quantum chemistry calculation of the molecule C15H17NO4S2 in a non-equilibrium geometry, from OMol25.

HOMO-LUMO gap	8.229	eV
LUMO level	0.303	eV
SMILES string	COc1cc2c(cc1OC)CN(S(=O)(=O)c1cccs1)CC2

ORCA input file:
```
! RIJCOSX wB97M-V def2-TZVPD def2/J DEFGRID3
* xyz 0 1
C -4.66 1.32 -1.82
O -4.08 1.87 -0.65
C -2.75 1.54 -0.54
C -1.89 0.88 -1.35
C -0.46 0.69 -1.01
C 0.07 0.78 0.17
C -0.74 1.30 1.20
C -1.97 1.86 0.79
O -2.56 2.45 1.85
C -4.09 2.52 2.01
C 1.58 0.62 0.35
N 2.06 -0.56 -0.51
S 1.65 -2.01 -0.02
O 0.46 -2.23 0.60
O 1.89 -2.75 -1.47
C 2.99 -2.48 0.94
C 4.36 -2.79 0.67
C 5.10 -3.18 1.76
C 4.42 -2.64 2.84
S 2.80 -2.23 2.63
C 1.77 -0.09 -2.12
C 0.28 -0.32 -2.16
H -4.46 0.43 -1.98
H -5.75 1.45 -1.71
H -4.12 1.81 -2.74
H -2.32 0.51 -2.53
H -0.33 1.67 1.91
H -4.44 3.06 1.05
H -4.11 2.87 2.88
H -4.49 1.64 2.03
H 2.13 1.47 0.44
H 1.61 0.09 1.43
H 4.54 -3.05 -0.15
H 6.03 -3.29 1.75
H 4.97 -2.40 3.75
H 2.24 1.00 -2.13
H 2.28 -0.82 -2.62
H -0.08 -1.28 -2.18
H 0.06 0.25 -3.33
*
```